ORCA calculation (ωB97M-V/def2-TZVPD) on a 2-piece molecular cluster, C4H11NS overall at a distorted geometry.

As for the spin multiplicity: 3. The energy above the lowest of the compared OMol25 structures with the same formula, charge and spin comes out at 51.26 kcal/mol. The value obtained for the HOMO-LUMO gap (spin up / spin down) is 5.22 / 7.02 eV. The expectation value of S² is 2.010. Its electronic energy is -16644.976 eV. The value obtained for the HOMO energy (spin up / spin down) is -0.1643 / -0.3255 Ha. The maximum force comes out at 10.32 eV/Å.

The geometry in XYZ format:
```
17
Properties=species:S:1:pos:R:3:forces:R:3:lowdin_spin:R:1
C 0.1635 1.9056 -0.0473 1.79 -0.72 3.75 0.010
C -0.1495 -1.4307 -1.7672 8.26 -1.29 -6.04 0.828
C -0.0748 1.2958 1.4072 -0.90 1.26 -1.12 0.021
C -1.2128 -1.1940 -1.0088 -8.23 2.50 5.17 0.746
N 1.1469 -0.9892 0.9075 0.82 -2.14 1.68 0.023
S -0.4151 -0.4676 1.4040 0.55 0.57 0.22 0.221
H 0.8506 1.2316 -0.4868 0.53 -0.63 -0.98 0.003
H -0.7180 2.0113 -0.5247 -2.74 0.27 -1.93 0.001
H 0.6709 2.8507 0.0844 -0.02 0.40 -0.08 0.000
H 0.5029 -2.3425 -1.5509 -0.77 1.52 -0.79 0.039
H 0.1709 -0.6380 -2.5443 -0.23 -1.81 1.29 0.037
H 1.0974 -1.6265 0.1153 -0.21 0.59 -0.16 0.011
H -0.9959 1.7671 1.9048 1.61 -0.50 -0.41 0.000
H 0.8903 1.4851 1.8782 -0.43 -0.15 0.81 0.007
H -1.5418 -1.8931 -0.2486 -0.36 -0.13 -0.63 0.025
H -1.8922 -0.3148 -1.1876 0.76 -1.20 0.22 0.027
H 1.5066 -1.6508 1.6647 -0.44 1.47 -0.99 0.002
```
Positions in Å, forces in eV/Å.


ORCA calculation (ωB97M-V/def2-TZVPD) on a 2-piece molecular cluster, C14H16 overall at a distorted geometry.

The total charge is +1. As for the spin multiplicity: 2. The energy above the lowest of the compared OMol25 structures with the same formula, charge and spin comes out at 9.24 kcal/mol. The value obtained for the HOMO-LUMO gap (spin up / spin down) is 7.28 / 3.49 eV. The expectation value of S² is 0.768. Its electronic energy is -14768.676 eV. The value obtained for the HOMO energy (spin up / spin down) is -0.4257 / -0.4240 Ha. The maximum force comes out at 1.60 eV/Å.

The geometry in XYZ format:
```
30
Properties=species:S:1:pos:R:3:forces:R:3:lowdin_spin:R:1
C 0.9812 3.2558 1.1973 0.17 -0.14 -0.37 0.001
C 2.7551 1.6093 0.5861 0.54 0.21 -0.53 0.000
C 1.5215 2.1862 0.2807 0.00 -0.73 1.00 0.005
C 3.3524 0.7041 -0.2813 -0.84 0.06 -0.03 0.003
C 0.7912 1.6630 -0.7874 0.54 0.59 0.41 0.002
C 2.6456 0.2456 -1.3888 0.74 0.61 -0.23 0.004
C 1.3949 0.7738 -1.6663 -0.70 -0.84 0.42 0.000
H 3.3232 1.8989 1.4633 -0.17 0.26 0.00 0.000
H 4.3566 0.3840 -0.1068 0.39 -0.34 0.18 0.000
H 1.4485 3.1859 2.1769 -0.12 -0.01 0.09 0.000
H -0.1015 3.2045 1.2915 -0.06 0.06 0.05 0.000
H -0.2284 2.0133 -0.8496 -0.15 0.02 -0.64 0.000
H 3.1526 -0.4191 -2.0785 -0.25 -0.08 -0.04 0.000
H 0.8318 0.3637 -2.4894 -0.09 0.11 -0.29 0.000
H 1.2475 4.2300 0.7888 -0.12 0.14 0.02 0.000
C -3.8130 -0.2417 0.5770 -0.03 0.94 0.09 0.058
C -0.5661 -2.8401 0.1297 0.57 0.45 -0.37 0.294
C -1.2540 -2.3590 -1.0165 -1.26 -0.49 -0.85 0.079
C -0.6894 -2.1698 1.3615 -0.46 -0.12 -0.74 0.033
C -2.1970 -1.3711 -0.9746 0.81 -0.17 0.71 0.061
C -1.6638 -1.2186 1.4274 -0.02 0.06 0.76 0.133
C -2.5032 -0.8667 0.3241 -0.49 -0.48 -0.33 0.275
H 0.1046 -3.6786 -0.0169 -0.03 0.00 0.24 0.012
H -1.2705 -2.9293 -1.9422 0.76 0.03 0.11 0.000
H -0.1151 -2.4727 2.2128 0.14 -0.03 0.31 -0.002
H -2.7334 -1.1118 -1.8776 -0.20 0.16 0.23 0.000
H -1.9365 -0.7995 2.3853 0.16 0.21 0.07 0.003
H -3.8741 0.7137 0.0397 -0.13 -0.22 -0.43 0.022
H -4.0017 0.0500 1.5997 0.25 -0.28 0.46 0.000
H -4.6369 -0.8853 0.2627 0.06 0.03 -0.30 0.017
```
Positions in Å, forces in eV/Å.


ORCA calculation (ωB97M-V/def2-TZVPD) on one molecule with the formula C16H21N3S at a distorted geometry.

The value obtained for the HOMO-LUMO gap is 7.90 eV. Its SMILES is S=C(NCCc1c[nH]c2ccccc12)NC1CCCC1. Its electronic energy is -32223.545 eV. The value obtained for the HOMO energy is -0.2777 Ha. The maximum force comes out at 18.70 eV/Å.

The geometry in XYZ format:
```
41
Properties=species:S:1:pos:R:3:forces:R:3:nbo_charge:R:1
S 0.7192 2.7832 1.8781 0.41 -0.93 -1.43 -0.378
C 1.1287 1.9418 0.3890 -4.46 4.14 1.85 0.389
N 0.4314 2.2366 -0.7650 0.28 -3.37 -2.86 -0.619
H 0.5235 1.5395 -1.5696 0.54 1.01 1.68 0.379
C -0.8972 2.7737 -0.9501 -0.65 2.78 7.52 -0.232
H -1.2399 3.1099 0.2847 0.93 -1.56 -3.13 0.211
H -0.8040 3.7620 -1.1602 0.60 3.04 -1.51 0.197
C -2.0910 2.2301 -1.6219 -1.46 -0.57 -0.48 -0.447
C -2.1851 0.7860 -1.2279 0.91 -1.50 2.04 -0.104
C -2.0601 -0.3286 -2.0205 0.22 12.50 -4.55 -0.065
N -2.2072 -1.2751 -1.3200 -1.04 -17.34 -3.14 -0.483
C -2.3114 -1.1235 -0.0998 -0.23 -14.08 8.22 0.064
C -2.2186 -2.2785 0.9663 -0.28 17.92 4.93 -0.163
C -2.2537 -1.4621 2.3803 0.00 -13.20 -3.95 -0.188
C -2.2949 -0.1816 2.4052 0.40 -1.15 15.48 -0.231
C -2.3253 0.6760 1.5961 0.77 6.49 -14.67 -0.141
C -2.1673 0.0240 0.2293 -0.84 18.59 1.82 -0.078
H -2.2990 1.7186 1.7219 0.02 0.96 0.08 0.235
H -2.2082 0.3317 3.4754 -0.46 -1.61 -1.38 0.192
H -2.3259 -2.1539 3.3223 0.37 1.66 -1.91 0.224
H -2.2845 -3.1706 0.8347 -0.69 -10.57 -1.40 0.145
H -2.2790 -2.2906 -1.6064 0.34 1.86 -0.33 0.392
H -2.0553 -0.1478 -3.0279 0.13 -0.86 -2.53 0.221
H -3.0696 2.7566 -1.0617 2.60 -0.83 -2.20 0.246
H -1.9493 2.4529 -2.8253 -1.06 -0.87 2.89 0.213
N 2.1057 1.1167 0.3673 1.19 -0.49 2.33 -0.586
H 2.4326 0.7599 1.2901 -0.52 1.14 -0.95 0.427
C 2.3622 0.2589 -0.6598 1.96 -8.65 9.96 -0.049
H 2.2353 0.5494 -1.4973 -1.09 4.28 -10.63 0.171
C 1.3792 -1.1246 -0.4895 -4.56 7.83 -2.85 -0.398
C 1.9396 -1.8452 0.4963 1.31 -6.18 6.34 -0.441
H 1.5044 -2.9964 0.4046 1.06 2.68 0.78 0.212
C 3.4663 -1.8698 0.3032 -1.03 -0.23 -2.70 -0.404
H 3.9902 -2.1932 1.1703 0.57 0.44 0.93 0.214
H 3.6757 -2.7607 -0.4198 -0.09 1.96 0.61 0.196
C 3.7439 -0.3239 -0.3013 1.63 -4.19 -2.31 -0.424
H 4.3033 -0.6140 -1.4315 -0.78 1.54 3.76 0.233
H 4.2667 0.1365 0.6005 -0.12 0.17 -2.13 0.237
H 1.6742 -1.4729 1.5330 0.27 -0.48 -0.92 0.208
H 0.2160 -0.6300 -0.2436 3.24 -1.80 -0.93 0.228
H 1.4284 -1.7008 -1.3498 -0.40 -0.53 -2.32 0.196
```
Positions in Å, forces in eV/Å.


ORCA calculation (ωB97M-V/def2-TZVPD) on C25H41CdCl3N3O3SSi as an isolated structure at a distorted geometry.

The total charge is -1. The energy above the lowest of the compared OMol25 structures with the same formula, charge and spin comes out at 0.00 kcal/mol. The value obtained for the HOMO-LUMO gap is 6.25 eV. Its electronic energy is -98053.951 eV. The value obtained for the HOMO energy is -0.1505 Ha. The maximum force comes out at 1.96 eV/Å.

The geometry in XYZ format:
```
78
Properties=species:S:1:pos:R:3:forces:R:3:lowdin_charge:R:1
C -1.5362 -2.2176 -3.6463 -0.01 0.18 -0.11 -0.050
C -1.0448 -3.2134 -2.6396 0.41 -0.81 0.46 -0.229
H -1.4354 -2.5775 -4.6765 -0.04 0.18 0.21 0.055
H -1.0101 -1.2539 -3.5568 -0.13 -0.26 0.07 0.054
H -2.6061 -2.0308 -3.4614 0.25 0.06 -0.03 0.087
C -0.6123 -4.4480 -2.9380 -0.19 0.31 -0.08 -0.130
C -0.4630 -5.0239 -4.3167 -0.11 -0.24 -0.24 -0.118
H -0.3740 -5.1416 -2.1273 0.07 0.29 -0.10 0.097
H -0.6965 -4.2996 -5.1080 0.12 -0.26 0.21 0.051
H -1.1384 -5.8841 -4.4393 0.10 0.12 -0.08 0.064
H 0.5531 -5.4102 -4.4983 -0.19 0.16 0.09 0.063
Cd -0.1943 0.6106 -0.7612 0.56 -1.76 0.11 1.023
Cl -2.5162 0.4178 -0.0373 -0.43 0.34 0.29 -0.323
Cl 0.4336 1.4328 -2.9241 -0.15 0.50 0.01 -0.126
H 0.6926 4.7597 3.4718 0.01 -0.05 -0.18 0.087
H -1.3821 6.0672 2.4304 0.03 -0.09 -0.10 0.085
C 0.9620 4.5819 2.4220 -0.13 0.04 -0.17 -0.037
C -1.0309 5.7003 1.4588 -0.09 -0.25 0.12 -0.056
N -0.2501 4.4797 1.6148 0.06 0.43 0.18 -0.186
H 1.5272 3.6514 2.3403 -0.10 0.18 -0.05 0.084
C -0.5209 3.3844 0.8860 1.08 -1.54 -0.49 -0.305
O 0.2812 2.4369 0.7340 -1.23 1.45 0.48 -0.131
H -1.8967 5.4985 0.8215 0.14 0.05 0.11 0.088
H -1.5284 3.3590 0.4311 0.29 0.09 0.00 0.117
H 1.5636 5.4330 2.0754 0.00 -0.24 0.03 0.089
H -0.4266 6.4945 0.9980 -0.08 -0.21 0.02 0.089
H 1.6174 -1.5982 -3.4531 0.10 0.18 0.21 0.085
H 2.2214 -3.6235 -1.8137 0.10 0.21 -0.03 0.073
C 2.5444 -1.1131 -3.1124 -0.13 -0.03 -0.10 -0.083
C 3.1644 -3.0595 -1.7657 -0.08 0.11 0.15 -0.067
N 2.9258 -1.6315 -1.8144 0.37 0.17 0.44 -0.187
H 2.3840 -0.0339 -3.0702 0.07 -0.33 0.08 -0.005
C 2.8132 -0.9129 -0.6748 -1.09 0.24 -0.45 -0.379
O 2.4048 0.2533 -0.6035 0.58 -0.74 -0.08 -0.146
H 3.6880 -3.3032 -0.8365 -0.07 -0.09 -0.13 0.084
H 3.0429 -1.4927 0.2408 0.13 0.12 -0.27 0.112
H 3.3372 -1.3592 -3.8282 0.01 0.09 0.01 0.080
H 3.7830 -3.3449 -2.6225 0.05 -0.01 0.14 0.081
O 0.0718 -1.8540 -1.0505 1.36 1.31 -0.23 -0.387
C -0.9850 -2.6810 -1.1933 -0.59 0.15 0.24 -0.503
C 0.1970 -4.3459 0.3763 -0.05 -0.43 0.56 -0.064
C -0.9886 -3.7851 -0.1041 -0.24 0.26 -0.53 -0.186
H 1.1590 -3.9662 0.0291 -0.37 -0.03 -0.01 0.089
C 0.1626 -5.3640 1.3485 -0.22 0.37 -0.35 -0.095
H -1.8999 -2.0716 -1.0609 -0.41 -0.52 0.17 0.067
C -2.2073 -4.2156 0.4216 0.43 -0.45 0.19 -0.040
H 1.0979 -5.8047 1.7082 -0.32 0.16 -0.09 0.091
C -1.0666 -5.8051 1.8529 0.18 -0.04 0.04 -0.130
C -2.2461 -5.2226 1.3926 -0.12 0.23 -0.20 -0.111
H -3.1176 -3.7545 0.0491 0.02 -0.07 0.09 0.110
H -1.1032 -6.5926 2.6145 0.03 0.29 -0.29 0.087
H -3.2128 -5.5450 1.7820 0.23 0.02 -0.01 0.088
Si -0.4425 4.0958 -4.7505 0.09 0.43 -0.89 0.084
Cl -0.7819 2.2680 -5.7140 -0.09 0.38 -0.11 0.240
C 1.4013 4.3958 -4.5267 0.13 -0.20 0.12 -0.237
C -1.6322 4.3633 -3.3275 -0.07 0.08 0.07 -0.225
C -0.8866 5.3350 -6.1421 -0.19 -0.18 0.27 -0.248
H 1.9055 3.5636 -4.0191 -0.16 0.25 -0.07 -0.012
H 1.5998 5.3282 -3.9745 -0.14 -0.24 -0.08 0.028
H 1.8408 4.5178 -5.5317 -0.18 -0.09 0.31 0.026
H -0.1633 5.2170 -6.9577 -0.12 0.00 0.11 0.016
H -0.8679 6.3863 -5.8202 0.01 -0.22 0.01 0.021
H -1.8833 5.1130 -6.5456 0.16 0.10 0.07 0.015
H -1.5325 3.6283 -2.5231 0.05 0.04 -0.22 -0.011
H -2.6581 4.3192 -3.7233 0.25 -0.07 0.09 0.032
H -1.5002 5.3731 -2.9074 0.07 -0.20 -0.12 0.025
S 0.4557 -1.0614 1.6797 -0.13 -0.01 0.37 0.710
C 0.0512 -0.0673 2.9577 -0.35 -0.88 -1.06 -0.775
N -1.2851 0.0370 3.3046 0.15 0.52 0.64 0.044
C -1.7173 0.7967 4.3458 0.35 0.31 0.04 -0.080
C -0.8180 1.5565 5.0737 -1.30 -0.31 -0.14 -0.103
C 0.5452 1.5109 4.7332 0.90 -0.63 -0.89 -0.089
C 0.9781 0.7000 3.6979 -0.32 1.05 1.29 -0.102
H -1.9532 -0.4399 2.6909 0.41 0.15 0.10 0.103
H -2.7959 0.7559 4.5375 0.55 0.17 -0.04 0.126
H -1.1765 2.1877 5.8820 0.03 -0.21 -0.13 0.091
H 1.2703 2.1067 5.2907 -0.21 -0.14 -0.12 0.104
H 2.0163 0.6164 3.4043 -0.10 0.08 0.05 0.105
```
Positions in Å, forces in eV/Å.